(1)
DFT (the ωB97M-V functional and the def2-TZVPD basis) results for a structure of composition C35H40FGeN9O5STl.

* total charge: +1
* HOMO: -8.461 eV
* frontier orbital gap: 5.3 eV
* relative energy (zero: lowest compared OMol25 entry of this formula, charge and spin): 444.28 kJ/mol

Each line ends with the Mulliken charge.
Element x y z (Å)
Tl -1.118 -1.595 1.111  1.30
C 1.853 -1.017 5.187  -0.59
O 1.975 -2.382 4.789  -0.48
C 1.482 -2.670 3.565  0.73
O 0.984 -1.810 2.849  -0.45
N 1.616 -3.985 3.332  0.07
N 1.467 -4.618 2.090  -0.76
H 2.301 -0.962 6.174  0.26
H 0.806 -0.717 5.226  0.23
H 2.380 -0.365 4.491  0.26
H 2.161 -4.506 3.997  0.28
H 0.623 -5.178 2.109  0.36
H 1.344 -3.929 1.342  0.18
S -5.299 -7.501 -2.432  0.15
N -4.654 -7.429 -0.958  -0.68
C -4.027 -6.273 -0.862  0.97
C -3.307 -5.790 0.293  0.24
C -3.197 -6.513 1.482  -0.68
C -2.463 -5.983 2.520  -1.02
C -1.873 -4.733 2.344  -0.80
N -1.995 -4.025 1.236  0.21
C -2.696 -4.529 0.211  -0.31
C -2.822 -3.712 -0.999  -0.25
N -2.271 -2.501 -0.970  0.43
C -2.354 -1.713 -2.026  -0.32
C -2.995 -2.110 -3.201  -1.13
C -3.580 -3.356 -3.251  -0.64
C -3.508 -4.182 -2.127  0.10
C -4.119 -5.488 -2.054  0.99
N -4.814 -6.076 -3.007  -0.68
H -3.695 -7.471 1.563  0.53
H -2.349 -6.513 3.455  0.49
H -1.284 -4.281 3.136  0.79
H -1.901 -0.735 -1.922  0.58
H -3.035 -1.441 -4.049  0.43
H -4.100 -3.711 -4.131  0.54
F 0.486 4.923 -0.007  -0.38
C 1.308 3.928 -0.443  0.75
C 0.844 2.643 -0.374  -1.08
C 1.625 1.590 -0.835  0.18
C 1.069 0.225 -0.814  1.03
O -0.133 0.053 -0.610  -0.41
C 2.024 -0.813 -1.086  0.48
C 3.245 -0.484 -1.563  -0.62
N 3.678 0.794 -1.779  0.26
C 4.941 1.019 -2.434  -0.35
C 4.945 1.686 -3.781  -0.38
C 5.268 0.228 -3.660  -0.93
C 2.906 1.850 -1.346  -0.75
C 3.358 3.174 -1.396  -0.47
C 2.569 4.234 -0.970  -0.37
N 3.099 5.546 -1.092  0.11
C 3.508 5.986 -2.410  -0.74
C 2.359 6.690 -3.135  -0.76
N 1.946 7.874 -2.313  -0.08
C 1.505 7.455 -0.941  -0.63
C 2.628 6.649 -0.280  -0.98
C 1.703 -2.297 -0.896  -0.11
O 2.443 -3.088 -1.472  -0.78
O 0.738 -2.591 -0.116  -0.43
H -0.145 2.429 0.015  0.74
H 3.938 -1.277 -1.813  0.66
H 5.756 1.250 -1.757  0.42
H 5.741 2.383 -4.008  0.28
H 3.987 1.950 -4.209  0.22
H 6.291 -0.092 -3.795  0.27
H 4.535 -0.482 -4.019  0.33
H 4.358 3.383 -1.748  0.89
H 3.830 5.136 -3.005  0.40
H 4.355 6.676 -2.315  0.34
H 1.502 6.022 -3.217  0.36
H 2.654 7.026 -4.128  0.44
H 1.196 8.387 -2.776  0.35
H 2.748 8.501 -2.226  0.37
H 0.609 6.852 -1.049  0.46
H 1.269 8.342 -0.354  0.35
H 2.284 6.285 0.683  0.48
H 3.478 7.318 -0.093  0.41
C -5.258 1.214 1.878  -1.26
Ge -3.817 0.089 2.645  0.48
C -4.510 -1.755 2.808  -1.08
C -3.503 0.810 4.472  -1.20
C -2.395 0.296 1.318  -0.77
H -6.056 1.354 2.610  0.39
H -5.678 0.747 0.987  0.34
H -4.875 2.196 1.598  0.37
H -5.477 -1.762 3.311  0.46
H -3.820 -2.372 3.387  0.23
H -4.629 -2.206 1.821  0.25
H -4.455 1.007 4.967  0.36
H -2.951 1.749 4.412  0.37
H -2.932 0.114 5.087  0.33
H -1.626 0.960 1.754  0.07


(2)
DFT (the ωB97M-V functional and the def2-TZVPD basis) results for a structure of composition C35H40N7ORuS3.

* ⟨S²⟩: 0.755
* multiplicity: 2
* HOMO (alpha / beta): -5.637 / -5.616 eV
* frontier orbital gap (alpha / beta): 6.0 / 6.0 eV
* relative energy (zero: lowest compared OMol25 entry of this formula, charge and spin): 270.98 kJ/mol

Each line ends with the Mulliken charge.
Element x y z (Å)
Ru -0.845 -1.191 0.359  -0.19
C -3.835 -0.994 1.343  -1.73
N -2.639 -0.180 1.074  1.98
C -2.125 0.451 2.300  -0.45
C -1.468 -0.576 3.188  -1.67
N -0.297 -1.210 2.529  2.27
C 0.903 -0.370 2.703  -1.79
C -0.068 -2.548 3.048  -0.64
C 0.727 -2.735 4.182  -0.44
C 1.014 -4.008 4.644  -0.81
C 0.508 -5.127 4.003  -0.80
C -0.342 -4.949 2.921  -0.37
C -0.630 -3.674 2.451  0.60
S -1.940 -3.449 1.294  -0.32
C -3.045 0.781 0.031  -0.49
C -3.721 1.935 0.387  -0.41
C -4.228 2.786 -0.588  -1.15
C -4.039 2.450 -1.922  -0.86
C -3.354 1.293 -2.263  -0.53
C -2.842 0.414 -1.300  0.85
S -2.008 -1.073 -1.721  -0.61
H -4.647 -0.361 1.718  0.30
H -3.630 -1.773 2.070  0.56
H -4.140 -1.464 0.408  0.26
H -2.911 0.957 2.876  0.63
H -1.400 1.199 1.996  0.04
H -2.163 -1.373 3.460  0.45
H -1.158 -0.101 4.128  0.38
H 1.057 -0.071 3.747  0.53
H 0.777 0.520 2.093  0.02
H 1.769 -0.922 2.362  0.62
H 1.145 -1.876 4.684  0.46
H 1.644 -4.125 5.517  0.41
H 0.741 -6.122 4.354  0.42
H -0.789 -5.801 2.428  0.48
H -3.871 2.170 1.432  0.34
H -4.754 3.687 -0.304  0.50
H -4.423 3.094 -2.704  0.38
H -3.210 1.042 -3.307  0.42
C 0.958 -1.895 -1.947  -1.38
N 2.145 -2.268 -2.706  0.19
C 3.160 -1.242 -2.493  -0.37
N 3.512 -1.097 -1.074  0.19
C 2.303 -0.760 -0.333  -1.00
N 1.236 -1.767 -0.484  3.15
C 1.795 -3.065 -0.027  -1.09
N 2.992 -3.453 -0.764  0.14
C 2.642 -3.540 -2.188  -0.70
C 3.992 -2.398 -0.600  -0.79
H 0.178 -2.641 -2.079  0.46
H 0.589 -0.936 -2.298  -0.18
H 2.781 -0.282 -2.861  0.03
H 4.061 -1.502 -3.051  0.38
H 1.917 0.200 -0.702  -0.63
H 2.563 -0.653 0.716  0.47
H 1.045 -3.837 -0.144  0.14
H 2.050 -2.968 1.034  0.04
H 1.874 -4.304 -2.316  0.41
H 3.534 -3.830 -2.746  0.36
H 4.891 -2.666 -1.158  0.37
H 4.249 -2.319 0.460  0.36
N -1.080 -4.387 -1.246  -0.54
C -1.258 -3.912 -0.204  0.61
O -0.191 1.452 0.209  0.20
S 0.947 2.389 -0.106  -0.26
C 0.251 4.026 0.039  0.72
C -1.011 4.179 -0.518  -0.06
C -1.617 5.420 -0.454  -0.87
C -0.953 6.482 0.158  -0.49
C 0.303 6.314 0.713  -0.65
C 0.918 5.063 0.656  -0.46
C 1.212 2.377 -1.872  0.72
C 2.344 2.990 -2.394  -0.72
C 2.565 2.916 -3.760  -0.70
C 1.667 2.223 -4.570  -0.69
C 0.550 1.614 -4.028  -0.60
C 0.309 1.687 -2.656  0.52
H -1.511 3.337 -0.980  0.17
H -2.600 5.559 -0.881  0.46
H -1.432 7.452 0.203  0.39
H 0.804 7.143 1.192  0.40
H 1.897 4.912 1.095  0.46
H 3.043 3.515 -1.756  0.48
H 3.438 3.383 -4.195  0.40
H 1.855 2.153 -5.634  0.39
H -0.139 1.057 -4.649  0.45
H -0.539 1.174 -2.218  -0.48


(3)
DFT (the ωB97M-V functional and the def2-TZVPD basis) results for a structure of composition C35H41AgN4O3S2Te.

* total charge: -1
* ⟨S²⟩: 0.760
* multiplicity: 2
* HOMO (alpha / beta): -4.512 / -4.530 eV
* frontier orbital gap (alpha / beta): 6.6 / 6.6 eV
* relative energy (zero: lowest compared OMol25 entry of this formula, charge and spin): 50.51 kJ/mol

Each line ends with the Mulliken charge.
Element x y z (Å)
Ag 0.424 -0.445 0.696  0.15
C -2.614 -4.355 1.760  -0.92
O -1.466 -3.515 1.771  -0.11
C -0.510 -3.756 0.862  0.10
S -0.643 -4.987 -0.236  -0.38
S 0.899 -2.778 1.077  -0.36
H -3.204 -4.039 2.618  0.23
H -2.322 -5.403 1.848  0.45
H -3.178 -4.222 0.834  0.32
C 0.122 3.879 -0.608  -1.15
C 0.737 2.499 -0.407  0.30
O 1.905 2.286 -0.779  -0.69
N -0.001 1.582 0.174  0.10
Te -1.720 2.067 1.965  0.71
C -3.351 2.604 3.312  -0.41
C -3.158 2.568 4.697  1.06
C -1.884 2.138 5.377  -2.15
C -4.200 2.940 5.553  -0.88
C -5.428 3.355 5.078  0.84
C -6.540 3.748 6.009  -1.51
C -5.602 3.405 3.700  -0.96
C -4.592 3.047 2.820  1.12
C -4.859 3.156 1.347  -1.09
C -2.875 0.475 1.153  0.44
C -3.333 -0.525 2.011  1.12
C -2.878 -0.706 3.430  -1.95
C -4.245 -1.464 1.529  -0.42
C -4.653 -1.486 0.212  0.59
C -5.602 -2.534 -0.297  -1.88
C -4.146 -0.510 -0.639  -0.91
C -3.283 0.483 -0.192  0.70
C -2.842 1.527 -1.173  -1.21
H 0.678 4.384 -1.395  0.34
H 0.215 4.452 0.317  0.24
H -0.937 3.829 -0.856  0.22
H -1.075 1.925 4.684  0.28
H -2.059 1.237 5.968  0.36
H -1.545 2.914 6.065  0.51
H -4.031 2.898 6.625  0.29
H -6.237 3.643 7.050  0.35
H -7.425 3.128 5.853  0.32
H -6.841 4.786 5.850  0.33
H -6.552 3.739 3.295  0.31
H -5.831 3.615 1.169  0.38
H -4.851 2.178 0.867  0.06
H -4.095 3.761 0.855  0.20
H -2.131 0.024 3.729  0.05
H -2.426 -1.695 3.527  0.43
H -3.719 -0.637 4.122  0.35
H -4.619 -2.216 2.214  0.47
H -5.826 -3.269 0.475  0.33
H -5.178 -3.063 -1.151  0.39
H -6.544 -2.089 -0.624  0.44
H -4.444 -0.510 -1.681  0.35
H -3.369 1.396 -2.117  0.40
H -1.768 1.469 -1.347  0.15
H -3.047 2.531 -0.797  0.06
C 9.266 -3.406 -6.711  -1.36
C 8.063 -2.630 -6.259  0.73
C 7.565 -1.566 -7.002  -0.72
C 6.457 -0.852 -6.583  -0.55
C 5.792 -1.194 -5.407  0.18
N 4.657 -0.455 -5.047  -0.11
C 4.033 -0.329 -3.805  0.24
O 2.853 -0.090 -3.737  -0.64
N 4.889 -0.443 -2.744  -0.12
C 4.583 -0.403 -1.374  0.15
C 5.648 -0.449 -0.483  -0.64
C 5.393 -0.455 0.873  -0.57
C 4.072 -0.417 1.293  -0.74
N 3.056 -0.357 0.446  0.17
C 3.288 -0.342 -0.861  0.11
C 6.267 -2.275 -4.666  -0.18
C 7.392 -2.965 -5.088  -0.67
H 9.750 -2.920 -7.556  0.34
H 8.993 -4.415 -7.021  0.29
H 10.002 -3.499 -5.912  0.34
H 8.061 -1.279 -7.921  0.28
H 6.102 -0.011 -7.165  0.39
H 4.043 -0.162 -5.795  0.31
H 5.875 -0.482 -2.965  0.31
H 6.666 -0.483 -0.855  0.35
H 6.199 -0.491 1.593  0.39
H 3.819 -0.433 2.345  0.39
H 2.433 -0.259 -1.519  0.52
H 5.744 -2.601 -3.778  0.57
H 7.739 -3.802 -4.494  0.38